No. 1
C19H19ClN4O3S3 | ωB97M-V/def2-TZVPD

CARTESIAN COORDINATES (ANGSTROEM)
C: 2.1830 1.1223 0.0696
C: 0.9732 2.0077 -0.2117
N: 0.2793 1.6107 -1.4191
C: 0.9350 1.6306 -2.6559
C: 1.8217 2.6546 -2.9848
C: 2.4491 2.6665 -4.2165
C: 2.2013 1.6677 -5.1420
C: 1.3236 0.6474 -4.8190
C: 0.7030 0.6200 -3.5835
S: -1.2853 1.0565 -1.2993
O: -1.8448 1.6622 -0.1204
O: -1.9513 1.2534 -2.5476
C: -1.1501 -0.7040 -0.9626
C: -1.5164 -1.6612 -1.8909
C: -1.3516 -2.9987 -1.5768
C: -0.8578 -3.3790 -0.3334
Cl: -0.5670 -5.0427 -0.0272
C: -0.5680 -2.4105 0.6332
N: -0.1522 -2.7094 1.9376
C: -0.8312 -3.5384 2.7894
O: -1.7194 -4.2864 2.4712
C: -0.3626 -3.3856 4.2320
S: -1.5217 -2.2751 5.1126
C: -1.1932 -0.7652 4.3340
N: -0.1572 -0.5127 3.5988
N: -0.1655 0.7097 3.0738
C: -1.1836 1.4253 3.3856
C: -1.4506 2.7808 2.8715
S: -2.3063 0.5802 4.4521
C: -0.6918 -1.0678 0.2832
H: 1.8915 0.0750 0.0901
H: 2.9390 1.2535 -0.7011
H: 2.6093 1.3854 1.0334
H: 1.2813 3.0562 -0.2791
H: 0.2465 1.9273 0.5953
H: 2.0162 3.4502 -2.2831
H: 3.1314 3.4691 -4.4558
H: 2.6890 1.6841 -6.1047
H: 1.1263 -0.1415 -5.5294
H: 0.0316 -0.1831 -3.3329
H: -1.9258 -1.3525 -2.8397
H: -1.5975 -3.7636 -2.2960
H: 0.3370 -1.9376 2.3942
H: 0.6440 -2.9843 4.3226
H: -0.4569 -4.3366 4.7543
H: -0.5276 3.3551 2.8351
H: -2.1836 3.2912 3.4892
H: -1.8400 2.6921 1.8534
H: -0.4532 -0.2989 1.0003

Properties
molecular weight: 483.04 g mol⁻¹
net charge: 0
gap between HOMO and LUMO: 8.91 eV
SMILES: CCN(c1ccccc1)S(=O)(=O)c1ccc(Cl)c(NC(=O)CSc2nnc(C)s2)c1
HOMO level: -8.6 eV
energy relative to the best compared isomer or geometry (same formula, charge and spin): 22.8 kJ/mol
spin multiplicity: 1

***

No. 2
CHNOS | ωB97M-V/def2-TZVPD

CARTESIAN COORDINATES (ANGSTROEM)
C: 1.4868 0.0453 -0.2070
N: 0.4507 0.4430 -0.4719
H: 2.3874 -0.4140 0.1164
O: -2.5807 0.5596 0.1861
S: -1.7442 -0.6339 0.3764

Properties
molecular weight: 75.09 g mol⁻¹
net charge: 0
gap between HOMO and LUMO (spin up / spin down): 7.59 / 7.61 eV
SMILES: C#N.O=S
HOMO level (spin up / spin down): -8.5 / -8.5 eV
energy relative to the best compared isomer or geometry (same formula, charge and spin): 122.9 kJ/mol
spin multiplicity: 1

***

No. 3
C20H38Br2FN2O2 | ωB97M-V/def2-TZVPD

CARTESIAN COORDINATES (ANGSTROEM)
C: 5.8558 -3.5181 -1.6895
C: 5.5568 -2.0238 -1.6866
C: 5.9497 -1.3296 -0.3862
C: 5.6325 0.1736 -0.4183
C: 4.2041 0.4738 0.0306
C: 3.7507 1.8955 -0.2896
C: 2.3958 2.2459 0.3545
C: 1.2488 2.3593 -0.6468
C: -0.0929 2.6356 0.0310
C: -1.1834 3.1051 -0.9277
C: -2.6031 2.9168 -0.3624
C: -3.2662 1.6203 -0.8226
C: -4.7192 1.4759 -0.3503
C: -5.6567 0.9169 -1.4224
C: -7.1155 0.8317 -0.9509
C: -7.6974 -0.5678 -1.1404
N: -7.0777 -1.4621 -0.1889
C: -7.2907 -2.7146 -0.4400
O: -7.8443 -3.2998 -1.3854
N: -6.7595 -3.5896 0.6578
C: -5.5153 -4.1326 0.5309
O: -4.8560 -4.6694 1.3725
F: -4.9742 -3.9712 -0.7129
H: 5.7058 -3.9371 -2.6866
H: 5.1882 -4.0581 -1.0163
H: 6.8907 -3.7104 -1.4018
H: 4.4942 -1.8508 -1.8807
H: 6.0994 -1.5409 -2.5063
H: 7.0157 -1.4770 -0.1941
H: 5.3915 -1.7706 0.4460
H: 5.7690 0.5234 -1.4485
H: 6.3274 0.7230 0.2205
H: 3.5076 -0.2419 -0.4179
H: 4.1634 0.3483 1.1174
H: 4.5105 2.5868 0.0871
H: 3.6785 2.0353 -1.3719
H: 2.4658 3.1942 0.8952
H: 2.1346 1.4813 1.0938
H: 1.1708 1.4189 -1.2039
H: 1.4728 3.1497 -1.3711
H: -0.4061 1.7287 0.5582
H: 0.0691 3.4027 0.7967
H: -1.0984 2.5833 -1.8858
H: -1.0292 4.1690 -1.1312
H: -2.5368 2.9322 0.7306
H: -3.2276 3.7644 -0.6583
H: -3.2073 1.5708 -1.9141
H: -2.6859 0.7821 -0.4243
H: -5.1112 2.4455 -0.0214
H: -4.7622 0.8057 0.5114
H: -5.5725 1.5732 -2.2970
H: -5.3065 -0.0790 -1.7039
H: -7.1292 1.0093 0.1298
H: -7.7422 1.5932 -1.4231
H: -8.7870 -0.5338 -0.9900
H: -7.5436 -0.8967 -2.1801
H: -7.4553 -4.2847 0.8910
Br: 6.9146 -0.5329 3.2300
C: 5.2647 -0.3755 4.2460
C: 4.6042 -1.7110 4.4663
Br: 3.7474 -2.3655 2.8530
H: 4.6265 0.3078 3.6942
H: 5.5437 0.0714 5.1974
H: 3.8126 -1.6171 5.2064
H: 5.3088 -2.4745 4.7801

Properties
molecular weight: 517.34 g mol⁻¹
net charge: -1
gap between HOMO and LUMO: 5.82 eV
HOMO level: -4.1 eV
spin multiplicity: 1

***

No. 4
C16H50BF4N10O8 | ωB97M-V/def2-TZVPD

CARTESIAN COORDINATES (ANGSTROEM)
B: -0.6914 26.3322 -3.9238
F: -0.0350 27.3719 -3.3487
F: -0.3991 25.1067 -3.3180
F: -2.0270 26.6637 -3.9110
F: -0.3411 26.1778 -5.2895
C: 3.5069 27.8863 3.1242
C: 2.0543 28.1623 3.3119
C: 1.2478 27.3667 2.2274
O: 1.7634 27.4908 0.9001
C: 1.0226 26.6843 -0.0825
N: 1.6443 27.9748 4.6303
H: 4.0725 28.0150 4.0470
H: 3.9858 28.5070 2.3669
H: 3.6818 26.8774 2.7506
H: 1.9803 29.1810 2.9312
H: 0.2536 27.7914 2.3661
H: 1.2280 26.3148 2.5122
H: 0.0127 27.0404 -0.2862
H: 1.0050 25.7271 0.4387
H: 1.5570 26.5084 -1.0161
H: 2.1831 28.6162 5.1946
H: 1.8769 27.0118 4.8267
C: -0.6351 25.4488 -8.2405
C: -2.1499 25.2542 -8.4615
C: -3.1731 25.4418 -7.2908
O: -4.5478 25.5201 -7.7639
C: -5.2118 24.3879 -8.2798
N: -2.4085 25.9136 -9.7114
H: -0.2128 24.9451 -7.3709
H: -0.3703 26.4997 -8.1246
H: 0.0476 25.1566 -9.0384
H: -2.4162 24.2564 -8.8102
H: -2.9819 26.3216 -6.6764
H: -2.9841 24.6967 -6.5179
H: -4.5173 23.7811 -8.8609
H: -6.1085 24.5631 -8.8742
H: -5.4721 23.8055 -7.3960
H: -1.7342 25.5694 -10.3800
H: -3.3556 25.6910 -9.9828
C: -3.4443 26.0494 -0.8943
C: -2.9557 24.6832 -0.2695
O: -1.7630 24.3446 -0.9563
H: -3.8441 26.6553 -0.0812
H: -4.2294 25.8038 -1.6094
H: -2.6335 26.5592 -1.4149
H: -3.7111 23.8990 -0.3194
H: -2.6213 24.9024 0.7446
H: -1.6298 24.8975 -1.7298
C: 2.4263 27.4530 -6.4585
C: 3.3300 28.5532 -6.8922
O: 3.5954 28.5532 -8.2364
H: 2.7844 26.4376 -6.6286
H: 1.4483 27.5432 -6.9312
H: 2.1384 27.4716 -5.4073
H: 4.2585 28.6100 -6.3240
H: 2.8499 29.5052 -6.6660
H: 4.1539 27.7884 -8.3937
C: -3.8222 22.5180 -3.3782
O: -4.7181 21.6911 -3.5755
N: -3.8095 23.6865 -3.7467
N: -2.9387 22.1873 -2.5139
H: -4.5906 23.7656 -4.3820
H: -3.0401 24.3272 -3.6140
H: -2.6476 21.2218 -2.4583
H: -2.3986 22.9254 -2.0854
C: 3.5272 24.9112 -3.1501
O: 4.4818 24.2892 -3.4882
N: 3.3693 26.1624 -3.1807
N: 2.5084 24.3252 -2.6622
H: 2.4211 26.5088 -3.2104
H: 4.1472 26.6905 -3.5497
H: 2.5797 23.3188 -2.7100
H: 1.6996 24.8074 -2.2969
C: -1.1004 30.0305 -4.7168
O: -1.1825 31.1413 -5.2118
N: -1.5937 29.5990 -3.5417
N: -0.4640 29.1114 -5.4403
H: -1.0996 28.7577 -3.2806
H: -2.2756 30.1324 -3.0216
H: -0.6276 28.1707 -5.1111
H: -0.1186 29.2938 -6.3717
C: -0.0585 22.1399 -5.2754
O: -0.4324 21.0134 -5.4202
N: -0.8752 23.0593 -4.9666
N: 1.0895 22.5159 -5.4607
H: -1.7663 22.6168 -4.7930
H: -0.6963 24.0017 -4.6502
H: 1.3386 23.4947 -5.4547
H: 1.8277 21.9233 -5.1085

Properties
molecular weight: 597.44 g mol⁻¹
net charge: -1
gap between HOMO and LUMO: 8.93 eV
HOMO level: -6.6 eV
energy relative to the best compared isomer or geometry (same formula, charge and spin): 420.4 kJ/mol
spin multiplicity: 1

***

No. 5
CHI2NO | ωB97M-V/def2-TZVPD

CARTESIAN COORDINATES (ANGSTROEM)
C: -1.3503 -0.2844 -0.4167
N: 1.3484 0.3205 1.2059
O: -2.4251 -0.7387 -0.5586
I: 0.6884 -1.3072 0.0987
I: 2.7062 1.2344 -0.0228
H: -0.9675 0.7753 -0.3065

Properties
molecular weight: 296.83 g mol⁻¹
net charge: 0
gap between HOMO and LUMO: 7.33 eV
HOMO level: -8.2 eV
energy relative to the best compared isomer or geometry (same formula, charge and spin): 318.1 kJ/mol
spin multiplicity: 1

***

No. 6
C13H26NO5PS2 | ωB97M-V/def2-TZVPD

CARTESIAN COORDINATES (ANGSTROEM)
C: 3.7905 -3.0652 -1.3463
C: 3.3368 -3.1884 0.1001
O: 1.9080 -3.1988 0.1660
C: 1.3011 -2.0462 0.3890
O: 1.8559 -1.0237 0.7100
C: -0.2341 -2.1665 0.3471
C: -0.6829 -3.5255 -0.1870
C: -0.7259 -1.8845 1.7777
C: -2.2332 -2.0057 1.9682
N: -0.7082 -1.1136 -0.5396
C: -0.0425 -0.8013 -1.6598
O: 0.9879 -1.3486 -1.9993
C: -0.6811 0.3065 -2.4840
S: -0.0642 1.9399 -1.9631
P: -1.1831 2.1180 -0.1538
S: -2.9591 1.3082 -0.1174
O: -1.1476 3.6950 0.1341
C: -2.1635 4.5660 -0.3581
C: -2.1250 4.7145 -1.8671
O: -0.2520 1.5507 0.9858
C: 1.1019 1.9906 1.1921
C: 1.1695 2.9485 2.3647
H: 4.8720 -2.9730 -1.3890
H: 3.3317 -2.1863 -1.7922
H: 3.4815 -3.9392 -1.9135
H: 3.6598 -4.1334 0.5440
H: 3.7098 -2.3487 0.6952
H: -0.4078 -4.3146 0.5062
H: -0.2008 -3.7161 -1.1421
H: -1.7602 -3.5280 -0.3316
H: -0.4058 -0.8740 2.0403
H: -0.2209 -2.5820 2.4501
H: -2.5746 -3.0195 1.7785
H: -2.4835 -1.7518 2.9954
H: -2.7779 -1.3250 1.3187
H: -1.5694 -0.6400 -0.2925
H: -0.3760 0.2080 -3.5246
H: -1.7689 0.3095 -2.3978
H: -1.9691 5.5200 0.1383
H: -3.1404 4.1848 -0.0405
H: -1.1238 4.9830 -2.1957
H: -2.4094 3.7779 -2.3425
H: -2.8232 5.4886 -2.1729
H: 1.4711 2.4668 0.2787
H: 1.6723 1.0773 1.3752
H: 0.5906 3.8446 2.1537
H: 2.2046 3.2258 2.5439
H: 0.7690 2.4752 3.2576

Properties
molecular weight: 371.46 g mol⁻¹
net charge: 0
gap between HOMO and LUMO: 9.90 eV
SMILES: CCOC(=O)[C@@](C)(CC)NC(=O)CSP(=S)(OCC)OCC
HOMO level: -9.3 eV
energy relative to the best compared isomer or geometry (same formula, charge and spin): 0.0 kJ/mol
spin multiplicity: 1